# 1
# C50H59Br2IN4PYb

A structure of composition C50H59Br2IN4PYb (the ωB97M-V functional and the def2-TZVPD basis, the OMol25 dataset).

As for the energy above the lowest of the compared OMol25 structures with the same formula, charge and spin: 789.1 kJ/mol. The value obtained for the HOMO-LUMO gap (alpha / beta) is 5.45 / 5.45 eV. As for the LUMO energy (alpha / beta): -0.73 / -0.73 eV.

```
! wB97M-V def2-TZVPD RIJCOSX def2/J DEFGRID3
* xyz 0 2
Yb -0.26 -0.89 -0.41
C 0.55 -4.54 1.23
C -0.93 -4.95 1.10
C -1.75 -3.85 1.65
C -2.18 -3.63 2.90
C -2.38 -4.51 4.08
C -2.00 -3.87 5.41
C -2.51 -2.16 2.62
C -1.98 -1.08 3.43
C -0.94 -0.25 3.12
C -0.38 0.65 4.12
C -0.93 0.89 5.49
C -0.52 -0.17 6.51
C 0.69 1.26 3.56
C 0.70 0.87 2.15
C 1.40 1.63 1.21
C 0.96 1.96 -0.09
N -0.04 1.31 -0.73
C -0.53 2.16 -1.71
C -1.73 1.92 -2.38
C -2.60 0.86 -2.05
N -2.17 -0.06 -1.13
C -3.24 -0.71 -0.65
C -2.92 -1.21 0.71
C -2.11 -2.41 1.20
N -3.54 -2.17 1.56
C -4.41 -0.27 -1.30
C -4.01 0.70 -2.21
C -4.88 1.53 -3.11
C -5.28 2.85 -2.45
C -5.78 -0.81 -1.04
C -5.95 -2.18 -1.69
C 0.31 3.33 -1.76
C 1.25 3.20 -0.78
C 2.43 4.08 -0.48
C 2.19 5.08 0.65
C 0.11 4.50 -2.67
C -0.87 5.51 -2.07
N -0.23 -0.11 1.92
C 1.61 2.24 4.21
C 1.05 3.67 4.16
H 1.20 -5.33 0.88
H 0.77 -4.32 2.27
H 0.73 -3.63 0.65
H -1.11 -5.84 1.71
H -1.18 -5.18 0.06
H -1.79 -5.42 3.93
H -3.44 -4.79 4.12
H -0.99 -3.48 5.38
H -2.05 -4.61 6.21
H -2.68 -3.06 5.66
H -2.39 -1.01 4.43
H -2.02 0.94 5.44
H -0.58 1.86 5.84
H -0.82 -1.16 6.18
H -1.00 0.02 7.47
H 0.55 -0.17 6.65
H 2.15 2.28 1.62
H -2.08 2.66 -3.09
H -2.60 -0.30 1.25
H -5.78 0.97 -3.37
H -4.34 1.74 -4.04
H -5.84 2.66 -1.54
H -5.89 3.45 -3.12
H -4.40 3.43 -2.19
H -6.53 -0.12 -1.43
H -5.94 -0.90 0.04
H -5.71 -2.13 -2.75
H -6.97 -2.53 -1.57
H -5.27 -2.90 -1.22
H 2.70 4.62 -1.39
H 3.28 3.44 -0.22
H 1.32 5.69 0.45
H 3.05 5.73 0.76
H 2.03 4.57 1.59
H -0.27 4.18 -3.64
H 1.07 4.99 -2.83
H -1.83 5.03 -1.89
H -1.03 6.35 -2.74
H -0.50 5.89 -1.13
H 2.59 2.21 3.73
H 1.74 1.95 5.26
H 0.68 3.89 3.16
H 1.82 4.39 4.42
H 0.22 3.78 4.85
Br 0.13 -0.30 -3.69
C 0.80 1.28 -4.62
Br 2.40 1.97 -3.83
H 0.04 2.06 -4.55
H 1.02 1.02 -5.65
I -0.87 -3.17 -2.14
C 2.93 -3.61 -1.19
P 2.57 -1.83 -1.56
C 2.92 -1.92 -3.37
C 3.74 -1.00 -3.99
C 3.94 -1.04 -5.36
C 3.28 -1.98 -6.13
C 2.47 -2.92 -5.51
C 2.30 -2.90 -4.14
C 4.14 -1.09 -0.96
C 4.07 -0.08 -0.02
C 5.23 0.53 0.44
C 6.46 0.14 -0.06
C 6.53 -0.86 -1.02
C 5.38 -1.49 -1.45
H 3.18 -3.72 -0.14
H 3.77 -3.94 -1.79
H 2.06 -4.23 -1.43
H 4.25 -0.24 -3.41
H 4.61 -0.33 -5.82
H 3.39 -1.99 -7.20
H 1.96 -3.67 -6.10
H 1.67 -3.65 -3.69
H 3.11 0.23 0.37
H 5.17 1.31 1.19
H 7.36 0.63 0.28
H 7.49 -1.15 -1.43
H 5.45 -2.28 -2.18
*
```

Löwdin population analysis, charges in e, atoms 1 to 99: 1.27, -0.10, -0.22, -0.11, -0.10, -0.18, -0.10, -0.28, 0.06, -0.22, -0.12, -0.19, -0.08, -0.13, -0.24, -0.02, -0.24, -0.05, -0.30, 0.01, -0.26, -0.10, -0.23, -0.18, -0.22, 0.19, -0.14, -0.13, -0.19, -0.09, -0.19, -0.09, -0.20, -0.17, -0.19, -0.07, -0.20, -0.07, 0.01, -0.18, -0.08, 0.07, 0.08, 0.01, 0.11, 0.05, 0.11, 0.12, 0.07, 0.07, 0.07, 0.10, 0.12, 0.10, 0.05, 0.07, 0.08, 0.09, 0.12, 0.13, 0.11, 0.11, 0.07, 0.07, 0.06, 0.10, 0.11, 0.08, 0.07, 0.07, 0.10, 0.11, 0.07, 0.07, 0.04, 0.10, 0.10, 0.07, 0.07, 0.06, 0.11, 0.11, 0.06, 0.07, 0.07, 0.65, -0.91, 0.74, -0.02, 0.01, 0.24, -0.28, 0.93, -0.44, -0.18, -0.09, -0.08, -0.08, -0.16

***

# 2
# C18H20N2O4S2

The molecule C18H20N2O4S2 (the ωB97M-V functional and the def2-TZVPD basis, the OMol25 dataset).

As for the energy above the lowest of the compared OMol25 structures with the same formula, charge and spin: 8.5 kJ/mol. The value obtained for the HOMO-LUMO gap is 8.79 eV. As for the LUMO energy: 0.41 eV.

```
! wB97M-V def2-TZVPD RIJCOSX def2/J DEFGRID3
* xyz 0 1
C 1.99 2.12 3.56
H 1.08 2.68 3.36
O 2.02 1.09 2.60
C 3.07 0.20 2.63
C 4.14 0.26 3.51
C 5.14 -0.70 3.45
C 5.08 -1.71 2.51
C 4.02 -1.77 1.62
C 3.01 -0.82 1.67
N 1.94 -0.85 0.76
S 1.03 -2.26 0.57
O 0.18 -2.45 1.71
O 1.89 -3.32 0.17
C 0.03 -1.72 -0.81
C -1.11 -1.00 -0.53
C -1.89 -0.48 -1.56
C -1.52 -0.77 -2.88
C -0.37 -1.52 -3.14
C 0.42 -1.97 -2.11
H 1.32 -2.54 -2.29
H -0.11 -1.72 -4.17
S -2.44 -0.28 -4.29
C -3.87 0.62 -3.55
C -3.58 2.12 -3.50
H -3.42 2.51 -4.50
H -4.42 2.64 -3.04
H -2.69 2.32 -2.90
C -4.16 0.03 -2.18
N -3.05 0.25 -1.28
C -3.18 1.24 -0.34
O -4.27 1.75 -0.13
C -1.94 1.71 0.38
H -1.04 1.56 -0.21
H -1.84 1.19 1.33
H -2.07 2.77 0.60
H -5.04 0.51 -1.75
H -4.35 -1.05 -2.27
H -4.70 0.42 -4.23
H -1.40 -0.88 0.50
H 1.31 -0.08 0.96
H 3.95 -2.56 0.89
H 5.86 -2.46 2.47
H 5.96 -0.64 4.14
H 4.20 1.04 4.25
H 2.85 2.79 3.45
H 1.96 1.72 4.57
*
```

Computed Löwdin charges, given in elementary charges: -0.08, 0.09, -0.10, -0.21, -0.02, -0.09, -0.08, -0.02, -0.22, -0.04, 0.69, -0.28, -0.28, -0.27, 0.00, -0.20, -0.44, -0.09, -0.04, 0.12, 0.11, 1.01, -0.57, -0.11, 0.07, 0.09, 0.08, -0.15, -0.01, -0.48, 0.07, 0.01, 0.08, 0.09, 0.09, 0.13, 0.14, 0.11, 0.12, 0.10, 0.10, 0.10, 0.10, 0.10, 0.10, 0.10

***

# 3
# C44H58BrFN5O5SSiTeZr

A structure of composition C44H58BrFN5O5SSiTeZr (the ωB97M-V functional and the def2-TZVPD basis, the OMol25 dataset).

As for the energy above the lowest of the compared OMol25 structures with the same formula, charge and spin: 148.3 kJ/mol. The value obtained for the HOMO-LUMO gap is 4.80 eV. As for the LUMO energy: -2.60 eV.

```
! wB97M-V def2-TZVPD RIJCOSX def2/J DEFGRID3
* xyz 1 1
Zr -0.47 -1.47 -0.14
C 1.11 3.20 -5.51
C 0.54 1.79 -5.47
N 0.17 1.36 -4.13
C 1.15 0.70 -3.37
C 0.90 0.32 -2.11
C 1.94 -0.52 -1.44
O 3.10 -0.21 -1.30
O 1.40 -1.67 -0.99
C -0.41 0.49 -1.48
O -0.54 0.49 -0.07
C -1.37 1.28 -2.23
C -2.55 1.71 -1.68
C -3.43 2.53 -2.39
F -4.60 2.87 -1.78
C -3.13 2.99 -3.64
C -1.91 2.58 -4.21
C -1.04 1.73 -3.56
N -3.94 3.92 -4.38
C -4.55 3.44 -5.61
C -4.50 4.59 -6.63
N -4.34 5.87 -5.83
C -5.32 5.88 -4.68
C -4.83 4.82 -3.67
H 1.34 3.50 -6.54
H 2.03 3.26 -4.93
H 0.42 3.94 -5.10
H 1.28 1.09 -5.84
H -0.33 1.69 -6.12
H 2.07 0.48 -3.88
H -2.81 1.41 -0.68
H -1.64 3.01 -5.17
H -5.59 3.11 -5.45
H -3.99 2.59 -5.99
H -5.42 4.69 -7.21
H -3.65 4.54 -7.29
H -4.42 6.69 -6.42
H -3.41 5.82 -5.42
H -6.29 5.63 -5.12
H -5.35 6.88 -4.27
H -5.71 4.34 -3.24
H -4.28 5.29 -2.86
N -0.32 -3.66 0.83
C -1.18 -4.57 0.10
C -1.71 -5.70 0.65
C -2.53 -6.56 -0.13
C -2.77 -6.28 -1.44
C -2.22 -5.11 -2.03
C -2.43 -4.76 -3.39
C -1.90 -3.62 -3.90
C -1.17 -2.76 -3.03
N -0.97 -3.06 -1.76
C -1.45 -4.24 -1.26
H 0.65 -3.91 0.64
H -0.46 -3.75 1.83
H -1.50 -5.94 1.68
H -2.95 -7.44 0.33
H -3.38 -6.94 -2.04
H -3.03 -5.41 -4.01
H -2.03 -3.32 -4.93
H -0.78 -1.81 -3.36
Te -3.44 -1.55 0.11
C 3.60 -2.09 6.00
C 2.58 -1.42 5.07
C 2.36 0.02 5.56
C 1.23 -2.14 5.27
Si 3.22 -1.43 3.27
Br 1.32 -0.87 2.12
C 4.42 -0.01 2.86
C 5.51 0.07 3.94
C 3.72 1.36 2.77
C 5.11 -0.23 1.50
C 3.75 -3.14 2.61
C 3.72 -3.21 1.07
C 5.18 -3.46 3.07
C 2.84 -4.26 3.13
H 3.27 -1.98 7.04
H 4.60 -1.66 5.94
H 3.69 -3.16 5.81
H 1.91 -0.02 6.56
H 1.67 0.58 4.92
H 3.28 0.60 5.65
H 0.98 -2.09 6.34
H 1.24 -3.19 4.99
H 0.42 -1.65 4.73
H 5.13 0.34 4.93
H 6.22 0.84 3.65
H 6.07 -0.86 4.05
H 3.18 1.64 3.67
H 3.03 1.41 1.93
H 4.50 2.11 2.61
H 5.76 -1.10 1.49
H 5.75 0.64 1.31
H 4.41 -0.30 0.67
H 4.46 -2.58 0.60
H 2.76 -2.91 0.65
H 3.93 -4.24 0.78
H 5.92 -2.77 2.66
H 5.45 -4.46 2.72
H 5.30 -3.46 4.16
H 1.78 -4.09 2.89
H 2.91 -4.41 4.20
H 3.14 -5.20 2.65
O -1.70 5.01 4.77
C -2.09 4.65 3.53
O -2.41 5.49 2.73
C -2.10 3.18 3.22
C -1.29 2.26 3.87
C -1.33 0.93 3.51
C -2.19 0.51 2.50
S -2.15 -1.24 2.09
C -3.02 1.42 1.87
C -2.97 2.75 2.22
H -1.59 4.22 5.31
H -0.58 2.57 4.63
H -0.68 0.21 3.99
H -3.70 1.08 1.10
H -3.59 3.48 1.72
*
```

Löwdin population analysis, charges in e, atoms 1 to 99: 1.19, -0.07, -0.23, -0.07, -0.01, -0.13, -0.56, 0.10, -0.28, -0.36, -0.38, -0.08, 0.03, -0.20, 0.05, -0.18, 0.03, -0.13, -0.12, -0.13, -0.07, 0.04, -0.07, -0.14, 0.07, 0.08, 0.06, 0.12, 0.11, 0.14, 0.06, 0.10, 0.13, 0.13, 0.13, 0.13, 0.18, 0.18, 0.13, 0.14, 0.13, 0.14, 0.00, -0.25, 0.00, -0.05, -0.02, -0.14, 0.01, -0.02, -0.08, -0.04, -0.22, 0.10, 0.08, 0.12, 0.11, 0.12, 0.13, 0.11, 0.12, 0.57, -0.08, -0.62, -0.10, -0.11, 0.53, 0.69, -0.62, -0.09, -0.11, -0.09, -0.62, -0.10, -0.08, -0.10, 0.09, 0.07, 0.07, 0.09, 0.06, 0.07, 0.09, 0.06, 0.04, 0.06, 0.09, 0.07, 0.06, 0.06, 0.09, 0.07, 0.09, 0.06, 0.07, 0.03, 0.09, 0.07, 0.09

***

# 4
# C5H2O

The molecule C5H2O (the ωB97M-V functional and the def2-TZVPD basis, the OMol25 dataset).

As for the energy above the lowest of the compared OMol25 structures with the same formula, charge and spin: 99.5 kJ/mol. The value obtained for the HOMO-LUMO gap is 9.23 eV. As for the LUMO energy: -0.73 eV.

```
! wB97M-V def2-TZVPD RIJCOSX def2/J DEFGRID3
* xyz 0 1
O 2.49 -0.41 -0.07
C 1.63 -1.01 -0.68
C 0.24 -0.67 -0.62
C -0.93 -0.36 -0.52
C -1.50 0.61 0.31
C -1.70 1.48 1.12
H 1.76 -1.87 -1.34
H -1.99 2.23 1.81
*
```

Computed Löwdin charges, given in elementary charges: 0.08, -0.27, 0.07, 0.00, -0.16, 0.14, 0.12, 0.03

***

# 5
# C19H46AlN5O5P

A structure of composition C19H46AlN5O5P (the ωB97M-V functional and the def2-TZVPD basis, the OMol25 dataset).

The value obtained for the HOMO-LUMO gap is 4.43 eV. As for the LUMO energy: 1.82 eV.

```
! wB97M-V def2-TZVPD RIJCOSX def2/J DEFGRID3
* xyz -1 1
C 2.52 -5.88 -0.11
C 1.53 -5.08 0.21
Al 0.30 -4.24 -1.21
P -1.59 -5.64 -1.43
C -0.86 -7.37 -1.45
C -2.69 -5.57 0.09
H 3.49 -5.91 0.39
H 2.42 -6.54 -0.97
H 1.35 -4.84 1.27
H -0.06 -2.71 -0.88
H 1.09 -4.37 -2.62
H -1.62 -8.07 -1.78
H -0.02 -7.31 -2.13
H -0.46 -7.62 -0.47
H -2.46 -4.74 0.77
H -2.61 -6.48 0.68
H -3.74 -5.50 -0.18
C 4.14 -0.86 1.96
O 2.97 -0.63 1.71
N 4.90 -1.77 1.32
C 6.29 -1.98 1.67
C 4.32 -2.57 0.25
H 4.69 -0.32 2.75
H 6.93 -1.78 0.80
H 6.44 -3.01 1.99
H 6.58 -1.31 2.48
H 3.96 -1.91 -0.54
H 3.47 -3.14 0.63
H 5.07 -3.25 -0.16
C -1.46 2.21 0.87
O -2.67 2.39 0.91
N -0.72 1.68 1.86
C 0.72 1.51 1.75
C -1.39 1.29 3.08
H -0.85 2.47 -0.02
H 0.97 0.46 1.87
H 1.21 2.09 2.53
H 1.07 1.85 0.78
H -2.15 0.53 2.86
H -1.90 2.15 3.53
H -0.67 0.88 3.78
C -4.73 -5.92 -3.78
O -3.60 -5.55 -3.99
N -5.74 -5.11 -3.38
C -7.08 -5.61 -3.13
C -5.46 -3.70 -3.19
H -5.03 -6.98 -3.89
H -7.79 -5.11 -3.79
H -7.36 -5.42 -2.09
H -7.12 -6.68 -3.32
H -5.11 -3.26 -4.12
H -4.68 -3.58 -2.43
H -6.36 -3.18 -2.86
C 3.15 3.67 0.09
O 3.10 2.47 -0.11
N 2.67 4.60 -0.76
C 2.73 6.02 -0.47
C 2.07 4.16 -2.01
H 3.59 4.10 1.01
H 1.72 6.43 -0.45
H 3.31 6.53 -1.24
H 3.20 6.20 0.50
H 1.22 3.50 -1.80
H 2.80 3.59 -2.59
H 1.73 5.02 -2.58
C 0.36 7.90 1.38
O 1.49 8.33 1.21
N -0.70 8.63 1.75
C -2.02 8.04 1.93
C -0.52 10.05 1.98
H 0.12 6.83 1.23
H -2.73 8.52 1.25
H -2.35 8.20 2.96
H -1.99 6.98 1.73
H -0.16 10.53 1.07
H 0.22 10.21 2.77
H -1.47 10.50 2.27
*
```

Computed Löwdin charges, given in elementary charges: -0.20, -0.34, 0.06, 0.64, -0.40, -0.41, 0.02, 0.02, 0.01, -0.15, -0.13, 0.00, 0.00, 0.01, 0.00, 0.01, -0.02, -0.35, 0.02, -0.19, -0.07, -0.02, 0.13, 0.09, 0.09, 0.08, 0.10, 0.07, 0.09, -0.36, -0.02, -0.19, -0.05, -0.05, 0.13, 0.07, 0.09, 0.06, 0.09, 0.08, 0.08, -0.37, -0.01, -0.21, -0.08, -0.05, 0.13, 0.08, 0.08, 0.08, 0.09, 0.09, 0.08, -0.36, 0.01, -0.19, -0.06, -0.04, 0.14, 0.06, 0.09, 0.08, 0.09, 0.09, 0.08, -0.36, 0.00, -0.20, -0.05, -0.04, 0.13, 0.09, 0.09, 0.09, 0.09, 0.09, 0.08